Entry 1:
A cluster of 4 separate species, CH9NO3 in total at a distorted geometry, computed with wB97M-V/def2-TZVPD.

Output
Lowest unoccupied orbital energy   0.56 eV
SMILES string   C=N.O.O.O
Energy above the lowest of the compared OMol25 structures with the same formula, charge and spin   2.117 eV
Electronic energy   -8813.4902 eV
Largest force on an atom   3.6 eV Å⁻¹

Geometry (Å):
C 3.11345 1.11020 -0.17201
N 2.06874 0.58646 -0.77874
H 4.07761 0.53090 -0.32332
H 3.06901 2.15356 0.20216
H 1.63719 1.43389 -1.28998
O -1.83901 0.65595 1.46760
H -2.55563 0.23985 0.81579
H -2.26787 0.73731 2.33596
O -0.11388 -1.53902 -0.07028
H 0.34872 -0.76231 0.36327
H -0.47316 -2.20226 0.49608
O -2.63442 -0.99126 -0.81824
H -1.79046 -1.25650 -0.53070
H -2.64030 -0.69677 -1.69760

Entry 2:
A cluster of 4 separate species, CH9NO3 in total at a distorted geometry, computed with wB97M-V/def2-TZVPD.

Output
Lowest unoccupied orbital energy   0.69 eV
SMILES string   C=N.O.O.O
Energy above the lowest of the compared OMol25 structures with the same formula, charge and spin   2.317 eV
Electronic energy   -8813.2902 eV
Largest force on an atom   3.7 eV Å⁻¹

Geometry (Å):
C -1.94608 -0.72862 1.85509
N -2.67777 0.28413 2.10237
H -1.68739 -0.83154 0.77854
H -2.22673 -1.66446 2.29096
H -3.47601 -0.01795 2.73822
O 3.00734 -4.92673 -0.45122
H 2.22059 -4.75592 -0.91966
H 2.58942 -5.24824 0.43212
O 1.98168 1.23834 -0.29632
H 2.57594 1.66685 0.28688
H 2.17294 1.64274 -1.13662
O -0.46819 4.57628 -2.51500
H -0.78673 3.66054 -2.33254
H -1.27900 5.10459 -2.83283

Entry 3:
A cluster of 2 separate species, CH9NSi2 in total at a distorted geometry, computed with wB97M-V/def2-TZVPD.

Output
Lowest unoccupied orbital energy (spin up / spin down)   -0.76 / -0.61 eV
Energy above the lowest of the compared OMol25 structures with the same formula, charge and spin   2.807 eV
Electronic energy   -18424.7099 eV
Largest force on an atom   2.5 eV Å⁻¹

Geometry (Å):
C -2.18884 0.71791 0.53946
N 3.11629 0.77615 -0.31418
Si -1.12775 -0.24936 -0.70507
Si 0.79950 -0.89760 0.36133
H -1.64428 1.56689 0.94189
H -3.09790 1.09906 0.08195
H -2.48345 0.09037 1.37500
H 3.21528 0.44956 -1.27610
H 3.78501 0.23636 0.23074
H -0.87064 0.54085 -1.90838
H -1.92069 -1.42380 -1.12280
H 1.42762 -2.17096 -0.00510
H 0.98985 -0.73544 1.80124

Entry 4:
A cluster of 2 separate species, CH9NSi2 in total at a distorted geometry, computed with wB97M-V/def2-TZVPD.

Output
Lowest unoccupied orbital energy   -0.39 eV
Energy above the lowest of the compared OMol25 structures with the same formula, charge and spin   2.939 eV
Electronic energy   -18424.5777 eV
Largest force on an atom   4.2 eV Å⁻¹

Geometry (Å):
C 1.41625 -1.46950 0.10325
N -2.01930 0.18752 -1.56621
Si 0.94548 0.35798 0.05201
Si -1.16254 0.30538 0.95642
H 0.69423 -2.06668 -0.46640
H 2.39059 -1.86522 -0.21323
H 1.40422 -2.05846 1.14622
H -2.84960 0.67079 -1.65255
H -2.49080 -0.74764 -1.57900
H 0.83771 1.01174 -1.18813
H 2.13543 0.93204 0.92652
H -1.71575 1.26754 1.77636
H -1.53362 -1.01165 1.45705

Entry 5:
A structure of composition CHBr2IO2S at a distorted geometry, computed with wB97M-V/def2-TZVPD.

Output
Lowest unoccupied orbital energy (spin up / spin down)   -4.29 / -4.30 eV
Energy above the lowest of the compared OMol25 structures with the same formula, charge and spin   3.564 eV
Electronic energy   -164164.0228 eV
Largest force on an atom   2.6 eV Å⁻¹

Geometry (Å):
C -0.86833 0.25575 0.58423
O 0.69071 1.96463 -0.69683
O 0.53583 -0.35251 -1.60189
S 0.54323 0.55738 -0.48256
Br -2.38760 0.88071 -0.11535
Br -0.34190 -3.21652 -0.15664
I 2.44182 -0.13491 0.85536
H -0.61377 0.04546 1.61367

Entry 6:
A cluster of 2 separate species, CHBr2P in total at a distorted geometry, computed with wB97M-V/def2-TZVPD.

Output
Lowest unoccupied orbital energy   0.15 eV
SMILES string   P#CBr.Br
Energy above the lowest of the compared OMol25 structures with the same formula, charge and spin   0.427 eV
Electronic energy   -150424.6275 eV
Largest force on an atom   2.9 eV Å⁻¹

Geometry (Å):
P -0.64580 -1.48588 -0.95031
C -1.52901 -0.30298 -0.37220
Br -2.63143 1.02876 0.33958
Br 2.85885 -0.05901 0.94328
H 1.94740 0.81911 0.03964

Entry 7:
A structure of composition CHBr3S at a distorted geometry, computed with wB97M-V/def2-TZVPD.

Output
Lowest unoccupied orbital energy   -1.26 eV
Energy above the lowest of the compared OMol25 structures with the same formula, charge and spin   0.036 eV
Electronic energy   -222014.8249 eV
Largest force on an atom   2.6 eV Å⁻¹

Geometry (Å):
C -5.48378 0.07179 -0.54377
S -5.31415 0.17038 -2.16926
Br -0.00059 0.51431 -0.12608
Br -5.32911 -1.63823 0.34916
Br -5.36278 1.51712 0.61077
H -0.90100 1.36653 0.58530

Entry 8:
A structure of composition CHBrCl2 at a distorted geometry, computed with wB97M-V/def2-TZVPD.

Output
Lowest unoccupied orbital energy (spin up / spin down)   -2.66 / -2.68 eV
Energy above the lowest of the compared OMol25 structures with the same formula, charge and spin   1.909 eV
Electronic energy   -96137.6933 eV
Largest force on an atom   2.8 eV Å⁻¹

Geometry (Å):
C 0.19055 -0.42375 -0.02120
Cl 0.27152 -0.54358 -1.69434
Cl 0.07916 2.30813 0.35368
Br -1.42093 -1.24074 0.59667
H 0.87970 -0.10006 0.76519

Entry 9:
A cluster of 2 separate species, CHBrClNO in total at a distorted geometry, computed with wB97M-V/def2-TZVPD.

Output
Lowest unoccupied orbital energy   0.14 eV
SMILES string   [O-][N+]#CCl.Br
Energy above the lowest of the compared OMol25 structures with the same formula, charge and spin   3.321 eV
Electronic energy   -87151.9095 eV
Largest force on an atom   2.5 eV Å⁻¹

Geometry (Å):
O 0.50489 -2.20073 -0.30764
N 0.98795 -1.13090 -0.13090
C 1.14850 0.00574 -0.02474
Cl 1.92150 1.34760 0.46865
Br -1.94247 1.67852 -0.10647
H -2.62037 0.29977 0.10110

Entry 10:
The ion CHBrF5NP with charge +1 at a distorted geometry, computed with wB97M-V/def2-TZVPD.

Output
Charge   +1
Lowest unoccupied orbital energy   -5.07 eV
SMILES string   FC(F)(F)[NH+]=P(F)(F)Br
Energy above the lowest of the compared OMol25 structures with the same formula, charge and spin   0.354 eV
Electronic energy   -95456.3777 eV
Largest force on an atom   4.9 eV Å⁻¹

Geometry (Å):
F 1.43606 -1.78491 -0.06395
C 0.58641 -1.00166 -0.70348
F -0.63203 -1.46273 -0.76284
F 0.97759 -0.87939 -1.87400
N 0.53364 0.27730 0.00245
P -0.82555 0.80411 0.64204
F -1.34046 -0.18918 1.70065
F -1.98336 0.67304 -0.40992
Br -0.32146 2.66539 1.38408
H 1.56915 0.89803 0.08495

Entry 11:
A structure of composition CHBrINO2 at a distorted geometry, computed with wB97M-V/def2-TZVPD.

Output
Lowest unoccupied orbital energy   -0.89 eV
Energy above the lowest of the compared OMol25 structures with the same formula, charge and spin   0.311 eV
Electronic energy   -84777.4021 eV
Largest force on an atom   3.5 eV Å⁻¹

Geometry (Å):
C -0.01837 -0.11847 -0.58500
N -0.27474 0.25172 0.95619
O 0.23067 -0.49556 1.73875
O -1.08926 1.12539 1.12158
Br -0.36818 -1.90125 -1.03889
I 2.12126 0.53398 -0.82229
H -0.60137 0.60418 -1.37034

Entry 12:
A cluster of 2 separate species, CHBrNO2 in total at a distorted geometry, computed with wB97M-V/def2-TZVPD.

Output
Charge   -1
Lowest unoccupied orbital energy   3.40 eV
Energy above the lowest of the compared OMol25 structures with the same formula, charge and spin   0.698 eV
Electronic energy   -76681.2793 eV
Largest force on an atom   1.6 eV Å⁻¹

Geometry (Å):
C -1.47992 -0.30551 0.76472
N -0.46180 -0.27182 0.15087
O -2.63214 -0.18413 0.96005
O 0.83728 -0.60876 0.25669
Br 2.38949 1.35769 -1.75378
H 1.34709 0.01253 -0.37854

Entry 13:
A structure of composition CHCl2NS at a distorted geometry, computed with wB97M-V/def2-TZVPD.

Output
Lowest unoccupied orbital energy   -0.98 eV
Energy above the lowest of the compared OMol25 structures with the same formula, charge and spin   1.688 eV
Electronic energy   -38421.0823 eV
Largest force on an atom   4.5 eV Å⁻¹

Geometry (Å):
C -0.59868 -0.57489 0.03526
N -0.45399 -0.34513 1.22763
S 0.90637 0.39266 -1.58839
Cl -1.90714 -1.24152 -0.89116
Cl 1.77878 1.88735 -0.60287
H 0.27467 -0.11846 1.81952

Entry 14:
The molecule CHCl3, computed with wB97M-V/def2-TZVPD.

Output
Lowest unoccupied orbital energy   0.68 eV
SMILES string   ClC(Cl)Cl
Energy above the lowest of the compared OMol25 structures with the same formula, charge and spin   0.021 eV
Electronic energy   -38620.3336 eV
Largest force on an atom   0.8 eV Å⁻¹

Geometry (Å):
Cl -0.37519 0.26740 -1.68571
C 0.10373 0.06667 0.00879
Cl 0.68968 -1.56552 0.30805
Cl -1.28208 0.44859 1.08802
H 0.86386 0.78288 0.28085

Entry 15:
The molecule CHCl3, computed with wB97M-V/def2-TZVPD.

Output
Lowest unoccupied orbital energy   0.72 eV
SMILES string   ClC(Cl)Cl
Energy above the lowest of the compared OMol25 structures with the same formula, charge and spin   0.024 eV
Electronic energy   -38620.3306 eV
Largest force on an atom   0.9 eV Å⁻¹

Geometry (Å):
Cl 0.47730 -0.34291 -1.64100
C -0.01077 0.09296 -0.00921
Cl -1.63968 -0.48309 0.36617
Cl 1.15635 -0.45625 1.18847
H 0.01681 1.18929 0.09557

Entry 16:
A structure of composition CHCl3O2S at a distorted geometry, computed with wB97M-V/def2-TZVPD.

Output
Lowest unoccupied orbital energy (spin up / spin down)   -3.40 / -2.46 eV
Energy above the lowest of the compared OMol25 structures with the same formula, charge and spin   3.769 eV
Electronic energy   -53545.8190 eV
Largest force on an atom   2.6 eV Å⁻¹

Geometry (Å):
C -0.70518 0.16368 -0.61308
O 1.91780 0.24937 0.03479
O 1.28670 -1.71442 -1.21871
S 0.92504 -0.69447 -0.29615
Cl -0.91088 1.78848 -0.37117
Cl -1.87731 -1.00810 -0.38000
Cl -1.14095 2.79715 2.05212
H 0.50478 -1.58170 0.79219

Entry 17:
A cluster of 2 separate species, CHCl3OSi in total, computed with wB97M-V/def2-TZVPD.

Output
Lowest unoccupied orbital energy   -0.56 eV
Energy above the lowest of the compared OMol25 structures with the same formula, charge and spin   1.846 eV
Electronic energy   -48547.1730 eV
Largest force on an atom   0.7 eV Å⁻¹

Geometry (Å):
C 1.50157 -0.28526 -0.16805
O 0.56998 -0.84272 -0.64032
Si -2.36449 0.57088 -0.70812
Cl -2.50513 -1.09421 0.46523
Cl 2.90457 -1.10995 0.43842
Cl -1.71118 1.96045 0.67081
H 1.60468 0.80081 -0.05796

Entry 18:
A structure of composition CHCl4Cr at a distorted geometry, computed with wB97M-V/def2-TZVPD.

Output
Multiplicity   5
Charge   +1
Lowest unoccupied orbital energy (spin up / spin down)   -8.23 / -7.07 eV
Energy above the lowest of the compared OMol25 structures with the same formula, charge and spin   0.651 eV
Electronic energy   -79554.0564 eV
Largest force on an atom   4.0 eV Å⁻¹

Geometry (Å):
Cr -1.33901 -3.31236 0.40146
Cl -0.01597 -1.88105 0.37786
C 0.32574 0.93309 -0.16111
Cl -1.00736 0.90978 -1.22342
Cl -0.22737 1.39278 1.52522
Cl 1.60206 2.06154 -0.75468
H 0.66189 -0.10377 -0.16536

Entry 19:
The molecule CHClF2 at a distorted geometry, computed with wB97M-V/def2-TZVPD.

Output
Lowest unoccupied orbital energy   0.88 eV
SMILES string   FC(F)Cl
Energy above the lowest of the compared OMol25 structures with the same formula, charge and spin   0.307 eV
Electronic energy   -19010.1270 eV
Largest force on an atom   4.4 eV Å⁻¹

Geometry (Å):
F 0.18414 1.38959 0.27022
C -0.03094 0.06308 0.07210
F -1.09144 -0.15409 -0.83872
Cl 1.34206 -0.96609 -0.40386
H -0.40382 -0.33248 0.90026

Entry 20:
A cluster of 2 separate species, CHClF2N2 in total at a distorted geometry, computed with wB97M-V/def2-TZVPD.

Output
Lowest unoccupied orbital energy (spin up / spin down)   -0.31 / -0.87 eV
Energy above the lowest of the compared OMol25 structures with the same formula, charge and spin   3.014 eV
Electronic energy   -21983.3450 eV
Largest force on an atom   2.9 eV Å⁻¹

Geometry (Å):
C -0.63103 -0.91572 0.14477
N -1.53985 -0.12436 0.03055
N 1.42416 0.66684 -0.29882
F 1.88814 0.50660 0.98095
F 0.44134 1.68119 -0.39600
Cl -0.35201 -2.48184 0.14471
H -1.23075 0.66730 -0.60616